Molecular formula: C6H18Br2O6V
Method: DFT, ωB97M-V with the def2-TZVPD basis set

Results
* gap between HOMO and LUMO (alpha / beta): 8.06 / 8.61 eV
* spin multiplicity: 4
* total charge: 0
* HOMO level (alpha / beta): -0.2802 / -0.3005 Eh

Atoms and positions in Å:
V: 7.5256 -14.1042 18.8271
Br: 10.2650 -13.7987 18.6396
Br: 4.7788 -14.3467 18.9264
C: 8.4859 -14.8774 21.7745
O: 7.5585 -14.1113 20.9618
H: 9.3302 -15.0923 21.1178
H: 8.7654 -14.3151 22.6602
H: 8.0543 -15.8539 22.0107
H: 6.8620 -13.8327 21.5678
C: 8.8546 -17.1496 18.3588
O: 7.7026 -16.3994 18.8265
H: 8.6252 -18.2148 18.4054
H: 9.0946 -16.9250 17.3202
H: 9.7090 -16.8876 18.9808
H: 7.1110 -17.0744 19.1628
C: 7.6448 -10.9749 19.8957
O: 7.2868 -11.8294 18.8178
H: 7.1832 -9.9942 19.7746
H: 7.2738 -11.4262 20.8162
H: 8.7147 -10.8143 20.0468
H: 7.0019 -11.2947 18.0768
C: 8.4488 -12.3259 15.4279
O: 8.1730 -13.5491 14.7589
C: 7.6423 -14.5188 15.4921
O: 7.4183 -14.4422 16.6578
O: 7.4224 -15.5862 14.7781
C: 7.6380 -15.5948 13.3841
H: 8.4587 -11.5146 14.7014
H: 9.4264 -12.3757 15.9026
H: 7.6586 -12.0899 16.1368
H: 8.6830 -15.4813 13.0972
H: 7.1075 -14.7659 12.9073
H: 7.2323 -16.5158 12.9808